Density functional theory data (ωB97M-V/def2-TZVPD) for a 2-piece molecular cluster, C4H12N2O2 overall.

**Strongest force on any atom**: 2.46 eV/A
**HOMO level**: -9.48 eV
**Energy**: -419.58718 a.u.
**HOMO-LUMO gap**: 0.37639 Ha
**Spin multiplicity**: 1
**SMILES string**: C[C@@H](N)CNC=O.O

Bonds (Å) are listed after each position.
Cartesian coordinates (Å):
1 H 1.6779 -3.5191 -3.2084  O5 0.937
2 C 0.1757 0.6398 1.4139  H3 1.091, N7 1.456, C8 1.561, H20 1.093
3 H 0.1801 0.9980 2.4445  C2 1.091
4 H 2.7137 1.3712 -0.7258  C13 1.096
5 O 2.4349 -3.1926 -3.6528  H1 0.937, H6 0.963
6 H 2.6699 -2.3818 -3.1888  O5 0.963
7 N 1.2526 1.3395 0.7289  C2 1.456, C13 1.374, H19 1.004
8 C -1.2303 0.8545 0.7697  C2 1.561, C10 1.511, N12 1.502, H14 1.081
9 H -2.7990 -0.1459 1.7146  N12 1.012
10 C -1.5922 -0.1265 -0.3206  C8 1.511, H16 1.097, H17 1.083, H18 1.104
11 O 1.5449 -0.2407 -0.9191  C13 1.210
12 N -2.1930 0.6431 1.9025  C8 1.502, H9 1.012, H15 1.011
13 C 1.8167 0.8239 -0.4129  H4 1.096, N7 1.374, O11 1.210
14 H -1.2129 1.8682 0.3947  C8 1.081
15 H -1.6787 0.3742 2.7307  N12 1.011
16 H -2.5991 0.1205 -0.6800  C10 1.097
17 H -0.8609 -0.1976 -1.1162  C10 1.083
18 H -1.8745 -1.1325 0.0367  C10 1.104
19 H 1.2282 2.3431 0.7217  N7 1.004
20 H 0.3458 -0.4389 1.3666  C2 1.093


Density functional theory data (ωB97M-V/def2-TZVPD) for a 2-piece molecular cluster, C4H12N2O2 overall.

**Strongest force on any atom**: 4.39 eV/A
**HOMO level**: -8.85 eV
**Energy**: -419.51154 a.u.
**HOMO-LUMO gap**: 0.34810 Ha
**Spin multiplicity**: 1
**SMILES string**: CCNCC(N)=O.O

Bonds (Å) are listed after each position.
Cartesian coordinates (Å):
1 H 2.2582 -2.9531 0.3457  N3 1.054
2 C 0.3801 1.1223 -0.1120  N4 1.540, H9 1.097, H17 1.134, C20 1.519
3 N 1.2433 -2.6670 0.3534  H1 1.054, H13 0.945, C18 1.387
4 N -0.8368 0.1833 -0.2029  C2 1.540, H12 1.072, C14 1.490
5 H 0.1102 0.4263 1.9918  C20 1.179
6 H 1.7931 1.1224 1.4046  C20 1.074
7 O -2.1232 2.4935 -1.6720  H8 1.021, H16 0.976
8 H -2.7099 2.0765 -0.9479  O7 1.021
9 H 1.1666 0.8464 -0.8250  C2 1.097
10 H 0.2301 2.1692 1.6847  C20 1.121
11 H -1.2339 -1.4304 -1.3524  C14 1.151
12 H -1.3038 0.3566 0.7468  N4 1.072
13 H 0.8408 -3.0479 1.1184  N3 0.945
14 C -0.6436 -1.2840 -0.3753  N4 1.490, H11 1.151, C18 1.555, H19 1.110
15 O 1.6054 -1.5207 -1.5004  C18 1.214
16 H -1.5062 2.7421 -0.9585  O7 0.976
17 H 0.1567 2.0429 -0.7345  C2 1.134
18 C 0.8103 -1.7795 -0.6201  N3 1.387, C14 1.555, O15 1.214
19 H -0.9607 -2.1136 0.2903  C14 1.110
20 C 0.7234 1.2146 1.3652  C2 1.519, H5 1.179, H6 1.074, H10 1.121


Density functional theory data (ωB97M-V/def2-TZVPD) for one molecule with the formula C4H12N2O2.

**Strongest force on any atom**: 0.93 eV/A
**HOMO level**: -8.93 eV
**Energy**: -419.56835 a.u.
**HOMO-LUMO gap**: 0.35247 Ha
**Spin multiplicity**: 1
**SMILES string**: N[C@@H](CO)CNCO

Bonds (Å) are listed after each position.
Cartesian coordinates (Å):
1 C -2.2259 0.8787 0.0332  O2 1.425, H5 1.085, N7 1.441, H9 1.086
2 O -1.6599 1.8939 -0.7916  C1 1.425, H10 0.963
3 C 1.7594 0.0032 -0.2229  H4 1.103, H8 1.097, O13 1.432, C19 1.536
4 H 2.8024 -0.2605 0.0211  C3 1.103
5 H -2.8151 0.2349 -0.6122  C1 1.085
6 H 1.9460 1.9606 -0.0570  O13 0.964
7 N -1.2570 0.0882 0.7485  C1 1.441, H14 1.014, C20 1.463
8 H 1.7232 0.0727 -1.3168  C3 1.097
9 H -2.8942 1.3470 0.7492  C1 1.086
10 H -0.7183 1.9347 -0.5924  O2 0.963
11 H -1.1205 -1.8851 0.1516  C20 1.086
12 N 1.3588 -2.3773 -0.1703  H15 1.002, H16 1.002, C19 1.434
13 O 1.4331 1.2654 0.3699  C3 1.432, H6 0.964
14 H -0.5478 0.7102 1.1192  N7 1.014
15 H 2.1105 -2.7841 0.3518  N12 1.002
16 H 1.3401 -2.5904 -1.1492  N12 1.002
17 H -0.7257 -0.8214 -1.1331  C20 1.094
18 H 0.9926 -1.1274 1.3891  C19 1.096
19 C 0.8536 -1.1214 0.3019  C3 1.536, N12 1.434, H18 1.096, C20 1.515
20 C -0.6088 -0.9498 -0.0528  N7 1.463, H11 1.086, H17 1.094, C19 1.515


Density functional theory data (ωB97M-V/def2-TZVPD) for a 3-piece molecular cluster, C4H12N2O2 overall.

**Strongest force on any atom**: 2.88 eV/A
**HOMO level (alpha / beta)**: -6.90 / -6.90 eV
**Energy**: -419.44595 a.u.
**HOMO-LUMO gap (alpha / beta)**: 0.27715 / 0.27719 Ha
**Spin multiplicity**: 1

Bonds (Å) are listed after each position.
Cartesian coordinates (Å):
1 C 1.4632 -0.3363 -0.2986  O7 1.389, N10 1.422, H12 1.095
2 H -1.0465 2.1164 0.0035  C4 1.092
3 C -0.9023 -0.5762 -0.3842  N6 1.356, C16 1.399, H17 1.081
4 C -0.3407 1.6710 0.7070  H2 1.092, H15 1.092, C16 1.500, H18 1.088
5 H 1.0929 -2.3714 -0.5112  N10 1.010
6 N -1.2433 -0.0857 -1.6020  C3 1.356, H19 1.009, H20 1.006
7 O 2.3745 0.4274 0.4187  C1 1.389, H14 0.967
8 H 2.6772 -1.9539 -0.5883  N10 1.018
9 O -2.3574 -0.2183 1.2086  H13 0.967
10 N 1.7811 -1.7164 -0.1686  C1 1.422, H5 1.010, H8 1.018
11 H -0.0850 -0.3762 1.5500  C16 1.079
12 H 1.4164 0.0806 -1.3100  C1 1.095
13 H -2.8938 0.5682 1.0408  O9 0.967
14 H 2.5783 -0.0377 1.2421  O7 0.967
15 H 0.6492 2.0789 0.4945  C4 1.092
16 C -0.3431 0.1719 0.6573  C3 1.399, C4 1.500, H11 1.079
17 H -0.9265 -1.6529 -0.2847  C3 1.081
18 H -0.6420 1.9910 1.7024  C4 1.088
19 H -1.4612 0.8965 -1.6730  N6 1.009
20 H -1.7910 -0.6768 -2.2044  N6 1.006


Density functional theory data (ωB97M-V/def2-TZVPD) for one molecule with the formula C4H12N2O2.

**Strongest force on any atom**: 1.70 eV/A
**HOMO level**: -8.93 eV
**Energy**: -419.56351 a.u.
**HOMO-LUMO gap**: 0.34863 Ha
**Spin multiplicity**: 1
**SMILES string**: N[C@@H](CO)CNCO

Bonds (Å) are listed after each position.
Cartesian coordinates (Å):
1 H 2.7056 0.0893 -0.4005  C19 1.093
2 H -2.8164 0.5401 -0.3192  C12 1.090
3 H -0.4377 0.8554 1.2731  N10 1.015
4 H 1.4684 -0.0273 -1.5770  C19 1.078
5 H 1.8771 1.8365 0.3907  O17 0.966
6 H -0.7768 -0.4222 -0.9750  C14 1.104
7 H 2.1307 -2.4398 -0.4477  N16 1.011
8 H 0.6162 -2.5237 -1.1059  N16 0.997
9 O -1.7714 2.2571 -0.1724  C12 1.430, H15 0.975
10 N -1.1976 0.2339 1.0150  H3 1.015, C12 1.450, C14 1.456
11 H 1.2414 -0.9704 1.2603  C18 1.082
12 C -2.2467 1.0606 0.4503  H2 1.090, O9 1.430, N10 1.450, H13 1.093
13 H -2.9313 1.3396 1.2558  C12 1.093
14 C -0.6478 -0.7339 0.0760  H6 1.104, N10 1.456, C18 1.522, H20 1.087
15 H -0.7985 2.2392 -0.2360  O9 0.975
16 N 1.1420 -2.2962 -0.2902  H7 1.011, H8 0.997, C18 1.479
17 O 1.1740 1.4499 -0.1462  H5 0.966, C19 1.448
18 C 0.8480 -0.9520 0.2521  H11 1.082, C14 1.522, N16 1.479, C19 1.533
19 C 1.6198 0.1238 -0.5208  H1 1.093, H4 1.078, O17 1.448, C18 1.533
20 H -1.1990 -1.6599 0.2177  C14 1.087


Density functional theory data (ωB97M-V/def2-TZVPD) for a 2-piece molecular cluster, C4H12N2O2 overall.

**Strongest force on any atom**: 1.91 eV/A
**HOMO level**: -8.53 eV
**Energy**: -419.58023 a.u.
**HOMO-LUMO gap**: 0.34523 Ha
**Spin multiplicity**: 1
**SMILES string**: CNCC(=O)NC.O

Bonds (Å) are listed after each position.
Cartesian coordinates (Å):
1 C 0.1707 0.1939 -1.0272  H3 1.103, H9 1.088, N11 1.460, C17 1.509
2 H -4.6750 -0.5003 5.2840  O20 0.960
3 H -0.8986 0.0337 -1.2434  C1 1.103
4 H 1.6339 -1.0665 1.7423  N12 0.998
5 O -0.0992 0.5390 1.3049  C17 1.216
6 H 1.6897 -1.9015 -1.0968  C18 1.088
7 H 2.9837 -2.1528 -0.0701  C18 1.092
8 H 0.4371 2.1463 -0.4125  N11 1.000
9 H 0.7075 -0.3871 -1.7740  C1 1.088
10 H -4.5877 -0.9810 3.8392  O20 0.930
11 N 0.6302 1.5685 -1.2059  C1 1.460, H8 1.000, C14 1.456
12 N 1.4556 -0.9696 0.7648  H4 0.998, C17 1.372, C18 1.447
13 H -0.4867 2.6947 -2.6029  C14 1.089
14 C 0.4503 2.1454 -2.5301  N11 1.456, H13 1.089, H15 1.085, H16 1.090
15 H 0.4915 1.3622 -3.2792  C14 1.085
16 H 1.2658 2.8473 -2.7058  C14 1.090
17 C 0.4570 -0.0914 0.4262  C1 1.509, O5 1.216, N12 1.372
18 C 1.8939 -2.0863 -0.0443  H6 1.088, H7 1.092, N12 1.447, H19 1.087
19 H 1.4705 -3.0459 0.2407  C18 1.087
20 O -4.9904 -0.3485 4.3900  H2 0.960, H10 0.930


Relative energy (zero: lowest compared OMol25 entry of this formula, charge and spin) per entry: 38.47, 85.93, 50.28, 127.09, 53.32, 42.83 kcal per mole